[1]
ORCA calculation (wB97M-V/def2-TZVPD) on C23H20FeN2O8 as an isolated structure at a distorted geometry.

Last column: natural (NBO) charge in e.
Geometry (Å):
Fe (-0.591, 0.591, -0.294)  1.190
C (-0.979, 4.101, -2.365)  -0.250
O (-0.963, 5.082, -1.318)  -0.551
C (-0.478, 4.716, -0.087)  0.292
C (0.110, 5.717, 0.650)  -0.281
C (0.691, 5.474, 1.902)  -0.314
C (0.693, 4.181, 2.376)  -0.192
C (0.086, 3.140, 1.664)  -0.214
C (0.122, 1.804, 2.234)  0.119
N (-0.449, 0.852, 1.611)  -0.304
N (-0.447, -0.457, 2.109)  -0.469
C (-1.395, -1.073, 1.434)  0.535
O (-2.078, -0.605, 0.465)  -0.735
C (-1.635, -2.493, 1.872)  -0.006
C (-2.567, -3.254, 1.172)  -0.207
C (-2.850, -4.556, 1.562)  -0.234
C (-2.197, -5.112, 2.654)  -0.242
C (-1.248, -4.363, 3.343)  -0.240
C (-0.968, -3.062, 2.957)  -0.197
C (-0.597, 3.375, 0.420)  0.370
O (-1.316, 2.515, -0.200)  -0.741
H (-1.106, 4.678, -3.283)  0.150
H (-0.034, 3.554, -2.402)  0.206
H (-1.781, 3.382, -2.244)  0.211
H (0.135, 6.709, 0.210)  0.192
H (1.160, 6.278, 2.456)  0.182
H (1.168, 3.947, 3.325)  0.179
H (0.601, 1.628, 3.199)  0.158
H (-3.055, -2.794, 0.322)  0.240
H (-3.581, -5.139, 1.012)  0.194
H (-2.424, -6.125, 2.968)  0.190
H (-0.729, -4.796, 4.191)  0.192
H (-0.238, -2.459, 3.477)  0.236
O (2.638, 1.903, -2.428)  -0.717
C (1.941, 1.141, -1.754)  0.798
O (1.181, 1.461, -0.786)  -0.785
C (2.084, -0.377, -2.016)  -0.342
C (2.059, -1.127, -0.678)  0.087
C (2.563, -2.568, -0.846)  -0.431
C (1.354, -3.239, -1.543)  -0.418
C (0.399, -2.049, -1.685)  0.093
O (0.652, -1.327, -0.470)  -0.542
C (0.901, -1.077, -2.765)  -0.354
C (-0.259, -0.163, -3.204)  0.793
O (-0.451, -0.011, -4.416)  -0.728
O (-0.973, 0.291, -2.259)  -0.775
H (3.024, -0.513, -2.552)  0.211
H (2.475, -0.574, 0.159)  0.223
H (2.769, -3.023, 0.124)  0.202
H (3.474, -2.602, -1.446)  0.196
H (0.910, -4.013, -0.916)  0.203
H (1.604, -3.673, -2.512)  0.195
H (-0.659, -2.290, -1.748)  0.222
H (1.253, -1.608, -3.650)  0.209

Values from the calculation:
Kohn-Sham gap (alpha / beta) ... 0.2046 / 0.2092 Ha
Charge ... -2

[2]
ORCA calculation (wB97M-V/def2-TZVPD) on C23H20N5OPd as an isolated structure.

Last column: natural (NBO) charge in e.
Geometry (Å):
Pd (-1.064, 0.802, -0.097)  0.794
C (0.374, -3.754, -2.840)  -0.296
C (0.751, -3.835, -1.499)  -0.193
C (0.158, -3.039, -0.538)  -0.295
C (-0.847, -2.107, -0.875)  0.283
C (-1.234, -2.062, -2.225)  -0.335
C (-0.626, -2.858, -3.187)  -0.209
N (-1.396, -1.211, 0.019)  -0.720
C (-1.657, -1.579, 1.345)  0.102
C (-1.841, -2.869, 1.822)  -0.278
C (-2.110, -3.109, 3.175)  -0.282
C (-2.216, -2.046, 4.054)  -0.244
C (-2.085, -0.734, 3.596)  -0.314
C (-1.836, -0.493, 2.248)  0.206
N (-1.788, 0.745, 1.662)  -0.401
N (-1.723, 1.898, 2.445)  -0.379
C (-1.321, 2.904, 1.738)  0.304
C (-1.264, 4.255, 2.260)  -0.258
C (-0.835, 5.274, 1.483)  -0.199
C (-0.436, 5.046, 0.128)  -0.406
C (-0.508, 3.763, -0.330)  0.066
N (-0.915, 2.718, 0.414)  -0.599
H (0.841, -4.382, -3.587)  0.198
H (1.534, -4.523, -1.199)  0.197
H (0.486, -3.099, 0.492)  0.222
H (-2.044, -1.393, -2.500)  0.218
H (-0.959, -2.786, -4.217)  0.200
H (-1.766, -3.705, 1.137)  0.201
H (-2.225, -4.129, 3.523)  0.189
H (-2.408, -2.224, 5.106)  0.189
H (-2.183, 0.114, 4.259)  0.221
H (-1.584, 4.407, 3.282)  0.209
H (-0.803, 6.277, 1.894)  0.193
H (-0.089, 5.840, -0.516)  0.201
H (-0.227, 3.504, -1.346)  0.191
O (-0.279, 0.873, -2.527)  -0.706
C (1.039, 0.536, -2.925)  -0.096
C (2.061, 0.562, -1.813)  0.192
C (3.409, 0.794, -2.086)  -0.257
C (4.301, 0.782, -1.031)  -0.171
C (3.833, 0.556, 0.257)  -0.269
C (2.475, 0.341, 0.427)  0.065
N (1.621, 0.335, -0.589)  -0.435
H (-0.609, 0.131, -1.981)  0.478
H (1.321, 1.269, -3.682)  0.184
H (1.039, -0.456, -3.390)  0.199
H (3.737, 0.984, -3.100)  0.209
H (5.355, 0.961, -1.205)  0.207
H (4.497, 0.553, 1.110)  0.215
H (2.046, 0.169, 1.409)  0.211

Values from the calculation:
Kohn-Sham gap ... 0.1873 Ha
Charge ... -1
ΔE to the lowest compared entry with this formula, charge and spin ... 104.1 kJ/mol

[3]
ORCA calculation (wB97M-V/def2-TZVPD) on a 2-piece molecular cluster, C23H20N6O7 overall at a distorted geometry.

Last column: natural (NBO) charge in e.
Geometry (Å):
O (4.245, -0.145, -1.319)  -0.324
N (3.406, -0.462, -0.497)  0.429
C (2.615, 0.191, 0.433)  -0.024
C (1.860, -0.784, 1.100)  0.078
N (2.155, -2.040, 0.652)  -0.057
O (3.143, -1.839, -0.267)  -0.140
C (0.672, -0.405, 1.812)  0.104
N (-0.357, -1.459, 2.001)  0.486
O (-0.132, -2.400, 2.780)  -0.326
O (-1.428, -1.306, 1.373)  -0.344
C (0.350, 0.943, 2.004)  -0.187
C (1.171, 1.896, 1.375)  0.024
N (0.839, 3.214, 1.037)  0.414
O (-0.001, 3.988, 1.480)  -0.350
O (1.687, 3.603, -0.008)  -0.130
N (2.577, 2.594, -0.329)  -0.059
C (2.265, 1.574, 0.527)  0.101
H (-0.581, 1.285, 2.437)  0.290
O (-3.680, 1.594, 3.043)  -0.726
C (-3.728, 1.271, 4.428)  0.206
C (-5.023, 1.930, 4.921)  -0.042
C (-6.022, 2.144, 3.974)  -0.195
C (-7.274, 2.634, 4.369)  -0.203
C (-7.533, 2.897, 5.717)  -0.219
C (-6.534, 2.681, 6.667)  -0.234
C (-5.270, 2.224, 6.273)  -0.174
C (-3.820, -0.257, 4.636)  -0.052
C (-3.023, -1.054, 3.837)  -0.239
C (-2.914, -2.432, 4.060)  -0.192
C (-3.710, -3.035, 5.041)  -0.224
C (-4.573, -2.245, 5.805)  -0.221
C (-4.645, -0.860, 5.596)  -0.166
C (-2.424, 1.739, 5.103)  -0.044
C (-2.378, 3.221, 5.454)  -0.405
C (-0.882, 3.524, 5.578)  -0.419
C (-0.163, 2.446, 4.761)  -0.218
N (-1.223, 1.542, 4.278)  -0.682
H (-2.746, 1.575, 2.743)  0.485
H (-5.822, 1.929, 2.923)  0.245
H (-8.034, 2.802, 3.606)  0.215
H (-8.513, 3.270, 6.023)  0.215
H (-6.726, 2.871, 7.725)  0.214
H (-4.490, 2.068, 7.022)  0.202
H (-2.490, -0.613, 3.003)  0.207
H (-2.202, -2.999, 3.472)  0.230
H (-3.654, -4.114, 5.201)  0.215
H (-5.196, -2.700, 6.579)  0.213
H (-5.343, -0.264, 6.180)  0.216
H (-2.294, 1.151, 6.030)  0.185
H (-2.827, 3.793, 4.632)  0.220
H (-2.951, 3.431, 6.356)  0.225
H (-0.640, 4.534, 5.241)  0.222
H (-0.581, 3.444, 6.628)  0.207
H (0.359, 2.874, 3.902)  0.185
H (0.573, 1.905, 5.381)  0.186
H (-0.912, 0.578, 4.247)  0.379

Values from the calculation:
Kohn-Sham gap ... 0.2558 Ha
Charge ... 0
ΔE to the lowest compared entry with this formula, charge and spin ... 16.2 kJ/mol

[4]
ORCA calculation (wB97M-V/def2-TZVPD) on C23H20N7NiSe as an isolated structure at a distorted geometry.

Last column: natural (NBO) charge in e.
Geometry (Å):
Ni (-0.018, -0.047, -0.014)  1.075
C (-4.116, -1.350, -0.277)  -0.270
C (-4.897, -0.198, -0.269)  -0.126
C (-4.240, 0.998, -0.195)  -0.227
C (-2.836, 1.055, -0.124)  0.385
N (-2.066, -0.062, -0.119)  -0.551
C (-2.755, -1.232, -0.203)  0.042
N (-2.363, 2.340, -0.056)  -0.509
C (-1.122, 2.637, -0.012)  0.483
N (-0.009, 1.813, -0.009)  -0.663
C (1.110, 2.627, -0.011)  0.468
N (2.350, 2.319, -0.055)  -0.512
C (2.811, 1.031, -0.132)  0.385
C (4.215, 0.963, -0.206)  -0.227
C (4.862, -0.237, -0.294)  -0.126
C (4.072, -1.382, -0.314)  -0.273
C (2.712, -1.255, -0.233)  0.053
N (2.032, -0.080, -0.133)  -0.554
C (0.690, 4.037, 0.027)  -0.020
C (1.426, 5.205, 0.047)  -0.184
C (0.709, 6.395, 0.070)  -0.185
C (-0.686, 6.402, 0.069)  -0.188
C (-1.414, 5.218, 0.044)  -0.154
C (-0.688, 4.043, 0.025)  -0.106
H (-4.551, -2.337, -0.341)  0.233
H (-5.976, -0.242, -0.324)  0.234
H (-4.755, 1.946, -0.186)  0.247
H (-2.163, -2.126, -0.218)  0.217
H (4.738, 1.907, -0.190)  0.247
H (5.940, -0.289, -0.353)  0.234
H (4.498, -2.372, -0.391)  0.232
H (2.114, -2.143, -0.257)  0.213
H (2.507, 5.187, 0.044)  0.238
H (1.240, 7.338, 0.088)  0.226
H (-1.208, 7.349, 0.086)  0.226
H (-2.495, 5.210, 0.039)  0.237
C (0.064, -5.055, 2.721)  -0.407
N (0.046, -5.298, 1.285)  -0.340
C (0.065, -6.537, 0.673)  -0.050
C (0.037, -6.327, -0.657)  -0.066
N (0.002, -4.958, -0.851)  -0.344
C (-0.035, -4.277, -2.135)  -0.403
C (0.008, -4.338, 0.344)  0.282
Se (-0.031, -2.531, 0.709)  -0.334
H (0.094, -6.016, 3.225)  0.226
H (-0.830, -4.509, 3.015)  0.233
H (0.942, -4.469, 2.986)  0.233
H (0.095, -7.449, 1.241)  0.245
H (0.040, -7.018, -1.480)  0.246
H (-0.029, -5.028, -2.919)  0.229
H (0.835, -3.631, -2.242)  0.225
H (-0.938, -3.675, -2.212)  0.225

Values from the calculation:
Kohn-Sham gap ... 0.2632 Ha
Charge ... +1